No. 1
A structure of composition C21H60BO7Rb. Source: the Open Molecules 2025 dataset; level of theory: ωB97M-V/def2-TZVPD.

CARTESIAN COORDINATES (ANGSTROEM)
H1 -0.30064 -1.29137 3.95659
C1 -2.73340 -0.51255 0.48619
Rb1 3.81437 1.45385 -1.46525
H2 1.26998 -1.15911 1.85186
C2 1.75835 -4.29267 -3.39135
C3 -2.80226 0.31533 -0.81567
C4 -2.49849 0.41500 5.58292
C5 3.22943 1.28138 3.75904
H3 0.95899 -4.82367 -3.92457
B1 1.15372 0.11967 -0.23340
H4 -0.73013 -4.06629 -2.26835
H5 -3.66268 -0.39589 1.05014
H6 -2.87618 -0.47410 6.08126
H7 -3.30775 2.34309 -6.05133
H8 1.47288 0.38730 -1.29844
H9 -4.03549 0.78790 -2.48041
H10 0.69870 1.98013 -1.30124
C6 -1.82612 1.40484 -4.74806
H11 -0.52700 -2.65546 -1.26619
H12 -1.99368 -0.32013 -3.83909
C7 -2.26106 2.03555 -6.04358
C8 -0.55102 -3.52418 2.51958
H13 4.80486 2.44710 2.76337
O1 2.17766 -2.35572 -2.02335
H14 -1.88120 1.04236 6.22793
H15 -2.68035 -1.56750 0.20790
H16 0.26295 0.91523 -5.41657
H17 1.08666 -3.13978 1.07224
H18 -0.05520 1.45940 4.44816
H19 2.88705 -3.47342 2.74370
H20 -1.53342 2.09412 3.73539
C9 -1.68902 0.04745 4.36180
H21 2.05056 0.11572 0.48106
O2 0.67479 2.86583 -1.69650
H22 -1.67918 2.93590 -6.25408
O3 -1.69852 -0.13757 -1.63515
C10 -0.31866 1.39448 -4.62721
H23 -0.80953 2.83075 0.58264
H24 6.04590 0.41825 2.92201
O4 1.01854 -1.71929 2.59424
H25 -4.09271 -0.85224 -2.18689
O5 3.40992 1.77188 1.42057
H26 -1.65410 5.21564 -2.19168
H27 2.39068 0.64962 3.46344
C11 -0.89663 1.20944 3.78830
C12 5.09622 0.35401 2.38963
C13 -0.91671 3.73540 -0.01732
H28 0.06425 2.41552 -4.52203
H29 -0.28921 4.53549 0.37644
H30 4.55618 -0.58142 2.54214
C14 0.02123 -3.44710 -1.76644
H31 2.78553 2.21988 4.10609
C15 -0.59053 3.44921 -1.49514
H32 0.76494 -2.40944 -3.52506
H33 -1.28100 -2.79936 2.14686
H34 -0.38685 0.99217 2.84721
H35 2.96506 0.95475 1.13504
H36 -3.38292 0.96486 5.24903
H37 1.67570 -1.84281 -1.37316
H38 0.00037 0.96081 -3.67536
C16 -0.67968 4.73548 -2.29831
H39 -2.39276 -0.25840 3.56957
H40 -2.23210 1.91726 -3.86629
H41 1.96063 -4.93786 2.34275
H42 -2.61813 1.38124 -0.65066
O6 -2.36750 0.08608 -4.63424
C17 0.83992 -3.06923 2.13244
C18 1.14582 -3.07636 -2.74235
C19 -4.03672 0.08755 -1.63282
C20 4.17501 1.57220 2.60475
H43 -1.84263 -0.27963 1.06581
H44 -0.47995 4.49183 -3.34348
H45 0.47500 -4.11462 -1.02769
H46 1.81627 -4.03481 3.89071
H47 -2.07576 1.38020 -6.89684
H48 0.66487 -0.93014 -0.15394
H49 -4.99117 0.27164 -1.13877
H50 -0.87603 -0.14993 -1.11361
H51 3.69652 0.81257 4.62629
H52 -0.70239 -3.64671 3.58750
H53 2.12710 -5.04493 -2.69321
C21 1.90188 -3.95196 2.80270
O7 -0.85605 -1.04722 4.71701
H54 0.00466 5.52671 -1.97890
H55 0.40273 0.90561 0.17574
H56 5.41014 0.32855 1.33708
H57 2.48205 -4.04935 -4.16704
H58 -1.35315 2.77908 -1.90903
H59 -1.95177 4.07316 0.06801
H60 -0.80066 -4.43628 1.96690

Results
Multiplicity: 1
Molar mass (u): 520.98
Net charge: 0
Energy above the lowest of the compared OMol25 structures with the same formula, charge and spin (eV): 1.727
Lowest unoccupied orbital energy (Ha): -0.02820
Orbital gap (eV): 8.591

---

No. 2
A cluster of 7 separate species, H13O6S in total. Source: the Open Molecules 2025 dataset; level of theory: ωB97M-V/def2-TZVPD.

CARTESIAN COORDINATES (ANGSTROEM)
O1 2.19627 0.69698 -0.66223
H1 1.95178 -1.77598 -0.38090
H2 1.35744 1.02871 -1.02680
H3 -0.56268 2.32625 -0.97288
O2 0.12528 1.23440 2.28704
O3 -1.85116 0.01658 0.77030
H4 2.05235 0.93358 0.25481
O4 0.46600 -2.01585 2.29724
H5 -1.98136 0.23160 -0.17181
H6 0.81063 -2.40107 -1.20172
O5 1.53617 -2.63056 -0.62400
H7 0.28624 2.13554 1.97790
H8 0.57671 -2.16036 1.32920
H9 -0.49028 0.97247 1.56620
H10 -1.50827 -0.88208 0.69597
H11 -1.94986 -0.54604 -2.36156
S1 -2.70166 0.57970 -2.31954
H12 0.40841 -1.03007 2.32071
O6 -0.02366 1.89856 -1.65163
H13 -0.69836 1.38763 -2.12630

Results
Multiplicity: 2
Molar mass (u): 141.16
Net charge: 0
Energy above the lowest of the compared OMol25 structures with the same formula, charge and spin (eV): 0.137
Lowest unoccupied orbital energy (alpha / beta) (Ha): -0.01586 / -0.16183
Orbital gap (alpha / beta) (eV): 10.648 / 6.675

---

No. 3
A structure of composition C51H51INO4P3Pt. Source: the Open Molecules 2025 dataset; level of theory: ωB97M-V/def2-TZVPD.

CARTESIAN COORDINATES (ANGSTROEM)
H1 -2.15123 -6.72700 -1.92444
P1 -1.57631 -1.26112 -0.43572
C1 2.93119 -2.61774 -0.35452
O1 1.72526 -1.22145 -3.64566
H2 -1.47888 2.52118 -4.21186
C2 1.23349 -3.28248 -4.74859
H3 4.95733 -2.09430 -3.02320
O2 -0.15022 0.41761 -3.32735
C3 -4.03957 1.69646 -1.86203
H4 0.25099 -3.45531 -0.57612
C4 -2.74887 -0.30950 -1.46701
C5 3.53084 1.45616 -3.06901
H5 0.98093 -5.83311 4.59867
H6 -4.43732 2.63180 -1.49438
H7 -1.12616 2.32613 2.31884
H8 -0.92788 1.69012 -1.52250
H9 4.85077 -1.63506 0.85646
C6 -1.79374 -2.17397 2.15093
H10 4.06016 0.55715 -2.74009
C7 4.14603 -1.16111 4.13598
C8 -3.73793 -0.97327 1.48040
O3 -0.64421 -2.73949 1.67563
H11 6.57722 1.75040 2.69496
H12 0.03386 -5.83769 -1.16957
P2 1.96596 -1.64759 0.86806
C9 4.58784 1.66810 3.30135
H13 -0.23958 -0.50343 4.42200
H14 6.61139 -0.26398 1.38122
H15 3.40169 -5.77838 -1.49212
C10 -3.02488 -3.49994 -1.40265
C11 3.70431 -1.94874 -1.29874
C12 4.25926 -4.01971 -2.37462
C13 1.16465 -5.02612 3.90243
C14 2.46555 -4.63366 3.62265
H16 -4.86910 1.92307 -3.82699
C15 -4.27604 1.30245 -3.16979
C16 3.17391 -0.57159 1.82705
C17 0.60287 -0.21730 3.80076
C18 -2.27507 -2.29406 3.44280
H17 3.19367 1.50445 1.05284
H18 -3.90352 -0.19932 -4.65507
C19 0.08991 -4.41058 3.27825
C20 4.24518 2.08589 -4.24338
C21 2.83624 -4.00729 -0.43458
C22 1.63140 -2.98130 2.07134
H19 -3.90174 -1.82983 4.74776
C23 -3.51367 -1.74194 3.74215
H20 1.43965 -2.99092 -2.61966
H21 -0.83377 2.51504 -5.85945
N1 4.95290 -1.71502 4.73454
H22 3.71195 -3.35094 2.46021
H23 -1.70446 -2.80252 4.20325
C24 4.60831 -0.74143 1.41770
H24 3.29977 -5.11182 4.11434
H25 2.25156 -4.56112 0.28817
C25 1.03891 -2.46522 -3.49175
H26 -2.54634 -1.59805 -3.17472
C26 -0.82666 -5.18511 -1.24122
C27 -2.47291 -1.45150 1.16619
H27 2.54320 1.61773 3.91766
H28 4.77098 -4.56199 -3.15775
H29 -1.51437 1.29802 3.79742
C28 -0.61725 2.25458 -4.82336
H30 1.81351 -1.55486 4.84225
C29 -0.33395 0.77368 -4.70797
C30 -3.73465 0.11285 -3.63273
C31 2.68641 0.89524 1.80504
H31 -1.18687 0.18399 -5.05607
H32 4.72048 2.53691 3.93318
H33 2.29594 -3.40312 -4.95959
H34 -4.32922 -0.47406 0.72852
P3 1.28654 0.04488 -2.70707
C32 -3.27749 0.90053 -1.02253
H35 5.23394 2.43005 -3.94168
H36 -3.06858 1.24417 -0.01873
Pt1 0.50964 -0.04649 -0.04668
C33 -1.79198 -2.98917 -1.00025
H37 -0.02744 -2.28020 -3.31524
H38 0.79022 -4.27186 -4.62485
C34 3.22095 1.08713 3.24991
H39 0.76406 -2.79724 -5.60491
H40 4.35729 1.37264 -5.05879
I1 0.97510 3.42115 -0.99483
C35 -2.97297 -0.67997 -2.79112
H41 -0.99535 2.17725 0.17837
H42 1.05635 2.14080 1.41467
H43 0.54441 0.47857 -5.28412
C36 -0.84438 1.51953 2.97828
C37 -2.05037 -5.68227 -1.66286
H44 -4.10867 -5.22292 -2.06059
H45 3.46871 2.14414 -2.22135
O4 2.20474 1.12456 -3.48665
H46 3.68114 2.94253 -4.61044
H47 0.23691 2.83565 -4.48147
C38 5.63399 1.22879 2.59728
C39 5.63763 0.04697 1.74091
C40 0.29370 0.81117 2.79438
H48 -3.88996 -2.85145 -1.45244
C41 4.36846 -2.63820 -2.29631
C42 -4.25813 -1.11377 2.76018
C43 1.77015 -0.80922 4.05761
C44 3.08533 -0.47241 3.41125
C45 1.18834 1.08000 1.61986
C46 -3.14957 -4.83735 -1.74132
H49 -0.92071 -4.74381 3.45466
H50 3.78285 -0.87100 -1.24795
C47 3.49107 -4.70138 -1.44156
C48 -0.36740 1.74778 -0.59702
C49 -0.70440 -3.84457 -0.91038
C50 2.69269 -3.63313 2.69458
C51 0.33660 -3.37026 2.39121
H51 -5.23928 -0.72196 2.98637

Results
Multiplicity: 1
Molar mass (u): 1156.88
Net charge: 0
Lowest unoccupied orbital energy (Ha): 0.01423
Orbital gap (eV): 7.522

---

No. 4
The molecule C2H4N2O. Source: the Open Molecules 2025 dataset; level of theory: ωB97M-V/def2-TZVPD.

CARTESIAN COORDINATES (ANGSTROEM)
C1 1.14998 0.97180 0.49119
N1 0.87467 0.39597 -0.61180
C2 -0.15696 -0.70201 -0.80127
N2 -1.11059 -0.60543 0.12341
H1 0.53688 0.92686 1.40517
H2 2.04862 1.60824 0.55428
O1 -0.06727 -1.56933 -1.63672
H3 -1.32385 0.18277 0.70640
H4 -1.95147 -1.20886 -0.23067

Results
SMILES: C=NC(N)=O
Multiplicity: 1
Molar mass (u): 72.07
Net charge: 0
Energy above the lowest of the compared OMol25 structures with the same formula, charge and spin (eV): 0.895
Lowest unoccupied orbital energy (Ha): 0.01689
Orbital gap (eV): 10.257

---

No. 5
The ion C7H12N3 with charge +1. Source: the Open Molecules 2025 dataset; level of theory: ωB97M-V/def2-TZVPD.

CARTESIAN COORDINATES (ANGSTROEM)
N1 1.12073 0.58394 0.24266
H1 1.01549 -0.92331 1.76500
H2 1.25692 1.06168 -1.84720
H3 2.08913 0.30115 2.17961
H4 -3.02250 2.61484 0.51500
N2 -0.56144 -2.13181 -0.68085
H5 0.34750 -2.46096 -0.41697
C1 0.02814 1.13242 0.45060
C2 1.66190 0.34425 -1.10604
H6 -3.98347 0.36282 -0.05543
H7 2.59373 -0.67826 0.76206
N3 -0.96860 -0.94588 -0.21480
H8 1.18648 -0.51747 -1.59632
C3 -2.41685 1.68840 0.44355
C4 -2.21872 -0.68468 -0.43242
H9 -1.08750 -2.62142 -1.44176
H10 2.72107 0.06341 -0.86271
C5 -2.88161 0.49457 0.01214
C6 1.77364 -0.20159 1.29524
H11 -0.77240 2.96621 0.89564
C7 -1.03156 1.90262 0.59691
H12 -2.80119 -1.32707 -1.04267

Results
SMILES: C[N+](C)=C=C/C=C\C=N\N
Multiplicity: 1
Molar mass (u): 138.19
Net charge: +1
Energy above the lowest of the compared OMol25 structures with the same formula, charge and spin (eV): 5.432
Lowest unoccupied orbital energy (alpha / beta) (Ha): -0.14803 / -0.14802
Orbital gap (alpha / beta) (eV): 8.142 / 8.141

---

Q: What is the multiplicity in the first record?
A: 1

---

Q: Look up the net charge of the third one.
A: 0